No. 1
{
  "formula": "C5H7NO",
  "method": "ωB97M-V with the def2-TZVPD basis set",
  "species": ["C", "C", "O", "C", "C", "C", "N", "H", "H", "H", "H", "H", "H", "H"],
  "xyz": [[1.0113, -1.6900, 0.2336], [0.7616, -0.3163, -0.3608], [1.5193, 0.1362, -1.1869], [-0.4308, 0.4277, 0.2230], [-0.4831, 1.9646, -0.0907], [-1.5932, -0.2712, -0.1399], [-2.5258, -0.8932, -0.4198], [0.6777, -2.4159, -0.3757], [0.5786, -1.8693, 1.1711], [2.1034, -1.8729, 0.3003], [-0.1720, 0.2088, 1.3679], [-0.6700, 1.9474, -1.1092], [0.5268, 2.2658, -0.0680], [-1.3038, 2.3783, 0.4552]],
  "nbo_charge": [-0.723, 0.620, -0.518, -0.420, -0.585, 0.272, -0.296, 0.244, 0.218, 0.244, 0.256, 0.221, 0.237, 0.230],
  "de_lowest_kj_mol": 133.4,
  "homo_lumo_gap_ev": 10.87,
  "fmax_ev_per_a": 3.87,
  "smiles": "CC(=O)[C@@H](C)C#N"
}

No. 2
{
  "formula": "C19H20CsF3N6O10",
  "method": "ωB97M-V with the def2-TZVPD basis set",
  "species": ["Cs", "O", "C", "O", "C", "C", "C", "C", "C", "C", "O", "N", "O", "O", "N", "O", "O", "H", "H", "N", "C", "C", "N", "H", "H", "H", "H", "H", "H", "H", "H", "C", "C", "O", "N", "C", "C", "C", "C", "C", "C", "N", "H", "H", "H", "H", "H", "H", "H", "H", "H", "H", "F", "C", "F", "F", "C", "O", "O"],
  "xyz": [[-0.1428, -0.6872, 0.7026], [1.1618, 2.7336, 2.0250], [0.9583, 1.7389, 2.7574], [-0.1073, 1.0906, 2.8775], [2.1483, 1.2449, 3.5730], [2.5267, 1.8788, 4.7121], [3.6189, 1.4053, 5.4775], [4.3375, 0.3056, 5.0625], [3.9907, -0.3224, 3.8838], [2.8533, 0.0687, 3.0768], [2.4690, -0.5396, 2.0582], [4.8255, -1.4391, 3.4846], [4.9419, -1.6960, 2.3011], [5.4051, -2.0735, 4.3661], [3.9994, 2.0751, 6.6831], [4.9619, 1.6560, 7.3240], [3.3443, 3.0482, 7.0461], [1.9946, 2.7576, 5.0493], [5.1740, -0.0556, 5.6398], [1.6528, 2.6865, -0.8617], [3.1143, 2.7043, -0.9571], [3.6949, 1.4991, -0.2423], [3.3473, 0.2539, -0.9264], [1.2652, 3.4732, -1.3686], [1.3902, 2.8002, 0.1224], [3.5560, 3.6074, -0.5124], [3.4022, 2.6732, -2.0136], [3.3457, 1.5250, 0.7951], [4.7854, 1.5923, -0.2241], [2.3665, 0.2782, -1.1919], [3.4465, -0.5114, -0.2661], [-2.0417, -5.1647, -4.8705], [-0.8123, -4.2927, -4.7226], [0.1290, -4.3807, -5.5079], [-0.8633, -3.4285, -3.6926], [0.1792, -2.4610, -3.4350], [-0.3703, -1.0546, -3.4832], [-1.0550, -0.6155, -4.6149], [-1.5836, 0.6594, -4.6239], [-1.4083, 1.4643, -3.5070], [-0.7001, 0.9524, -2.4349], [-0.1937, -0.2825, -2.4150], [-1.7203, -6.1977, -4.9977], [-2.5610, -4.8642, -5.7820], [-2.7236, -5.0726, -4.0277], [-1.7208, -3.3894, -3.1261], [0.9431, -2.6003, -4.2008], [0.6352, -2.6204, -2.4570], [-1.1743, -1.2856, -5.4567], [-2.1275, 1.0237, -5.4872], [-1.8102, 2.4678, -3.4636], [-0.5021, 1.5563, -1.5573], [-5.7033, -2.4266, -1.4568], [-4.6956, -2.4332, -0.5638], [-4.7878, -1.2843, 0.1273], [-4.9636, -3.4353, 0.3093], [-3.2901, -2.6444, -1.2147], [-3.3124, -3.2764, -2.2859], [-2.3442, -2.1863, -0.5618]],
  "nbo_charge": [0.961, -0.779, 0.765, -0.798, -0.209, -0.161, -0.088, -0.128, -0.149, 0.523, -0.740, 0.532, -0.385, -0.456, 0.530, -0.455, -0.444, 0.234, 0.254, -0.889, -0.215, -0.226, -0.862, 0.338, 0.416, 0.157, 0.169, 0.195, 0.169, 0.357, 0.377, -0.706, 0.674, -0.687, -0.626, -0.266, 0.234, -0.252, -0.171, -0.276, 0.047, -0.455, 0.218, 0.219, 0.240, 0.452, 0.239, 0.213, 0.219, 0.202, 0.210, 0.216, -0.336, 0.868, -0.331, -0.344, 0.694, -0.744, -0.748],
  "de_lowest_kj_mol": 16.7,
  "homo_lumo_gap_ev": 6.67,
  "fmax_ev_per_a": 0.20,
  "total_charge": -2
}

No. 3
{
  "formula": "C32H88AsF6N6O6",
  "method": "ωB97M-V with the def2-TZVPD basis set",
  "species": ["C", "C", "N", "C", "C", "C", "C", "C", "O", "C", "H", "H", "H", "H", "H", "H", "H", "H", "H", "H", "H", "H", "H", "H", "H", "H", "H", "H", "H", "H", "C", "C", "N", "C", "C", "C", "C", "C", "O", "C", "H", "H", "H", "H", "H", "H", "H", "H", "H", "H", "H", "H", "H", "H", "H", "H", "H", "H", "H", "H", "C", "C", "C", "O", "C", "N", "H", "H", "H", "H", "H", "H", "H", "H", "H", "H", "H", "H", "C", "C", "C", "O", "C", "N", "H", "H", "H", "H", "H", "H", "H", "H", "H", "H", "H", "H", "C", "C", "C", "O", "C", "N", "H", "H", "H", "H", "H", "H", "H", "H", "H", "H", "H", "H", "C", "C", "C", "O", "C", "N", "H", "H", "H", "H", "H", "H", "H", "H", "H", "H", "H", "H", "As", "F", "F", "F", "F", "F", "F"],
  "xyz": [[4.2901, 3.8552, 0.6487], [3.8321, 2.4100, 0.5332], [4.8018, 1.3536, 1.0698], [6.0283, 1.4966, 0.2174], [5.1233, 1.5674, 2.5174], [3.9045, 1.7131, 3.4341], [4.0476, 0.0696, 0.8178], [4.7922, -1.1857, 1.3196], [6.0536, -1.3994, 0.7666], [6.0477, -1.8519, -0.5622], [3.4198, 4.4766, 0.4197], [4.9998, 4.1102, -0.1384], [4.6718, 4.2152, 1.6018], [3.6320, 2.1755, -0.5070], [2.8674, 2.3017, 1.0221], [6.4940, 2.4731, 0.3120], [5.7272, 1.3299, -0.8143], [6.7605, 0.7494, 0.5069], [5.5661, 2.5639, 2.5212], [5.8569, 0.8645, 2.8998], [4.2872, 2.0836, 4.3852], [3.3023, 0.8118, 3.5076], [3.2881, 2.5564, 3.1145], [3.7302, 0.0485, -0.2240], [3.0857, 0.0773, 1.3357], [4.1320, -2.0083, 1.0020], [4.8240, -1.1701, 2.4058], [5.4776, -1.1823, -1.2214], [5.6986, -2.8815, -0.6798], [7.0692, -1.8294, -0.9400], [-0.7808, -2.4556, 1.6684], [-1.7433, -1.8574, 2.6751], [-1.4255, -2.1193, 4.1394], [-0.0594, -1.6402, 4.5144], [-2.4214, -1.2794, 4.9381], [-2.4029, -1.4843, 6.4369], [-1.4500, -3.5878, 4.4996], [-2.5493, -4.4025, 3.8582], [-3.7838, -3.8189, 4.2092], [-4.8857, -4.6964, 3.9223], [0.2419, -2.0941, 1.7334], [-1.1788, -2.2076, 0.6859], [-0.7818, -3.5437, 1.7402], [-2.7914, -2.1326, 2.5741], [-1.7359, -0.7681, 2.5950], [0.6543, -2.0621, 3.8103], [0.1965, -2.0567, 5.4857], [0.0242, -0.5574, 4.5564], [-3.4124, -1.4961, 4.5442], [-2.1670, -0.2588, 4.6512], [-1.4003, -1.3308, 6.8422], [-2.7308, -2.4799, 6.7296], [-3.0507, -0.7767, 6.9510], [-1.5357, -3.6845, 5.5795], [-0.4873, -4.0154, 4.2173], [-2.4569, -5.4099, 4.2772], [-2.4408, -4.4323, 2.7679], [-4.7858, -5.6391, 4.4606], [-4.9922, -4.8266, 2.8453], [-5.7647, -4.1996, 4.3275], [-1.8280, 5.4472, -5.2338], [-1.2503, 4.1082, -4.8508], [-0.8776, 3.2493, -6.0427], [-0.1656, 2.0948, -5.6687], [0.6705, 1.6411, -6.7430], [0.0205, 4.3330, -4.0438], [-0.1419, 5.0272, -3.3133], [0.4348, 3.4700, -3.6761], [0.7716, 4.7193, -4.6283], [-2.5948, 5.3152, -6.0029], [-1.1324, 6.1212, -5.7359], [-2.3520, 5.8925, -4.3893], [-1.8733, 3.5344, -4.1646], [-0.3429, 3.8487, -6.7931], [-1.7895, 2.9518, -6.5749], [1.3044, 0.8252, -6.3981], [1.3529, 2.4353, -7.0489], [0.0234, 1.2703, -7.5369], [-7.1747, -4.0813, -3.0967], [-6.5142, -2.7339, -3.3214], [-5.1747, -2.5413, -2.6217], [-4.7122, -1.2430, -2.9249], [-3.5291, -0.8559, -2.2209], [-6.2927, -2.4411, -4.8040], [-5.8273, -1.5351, -4.8937], [-5.8399, -3.2182, -5.2863], [-7.2222, -2.3359, -5.2237], [-7.7239, -4.0925, -2.1578], [-6.3956, -4.8413, -3.0115], [-7.8814, -4.3126, -3.8925], [-7.1357, -1.9121, -2.9606], [-4.4718, -3.3255, -2.9317], [-5.3725, -2.6267, -1.5478], [-3.8287, -0.3982, -1.2784], [-3.1384, 0.0195, -2.7524], [-2.7100, -1.5708, -2.2779], [0.9607, -1.5076, -3.9534], [2.1669, -2.2958, -3.4594], [1.9305, -3.6963, -2.9444], [3.1961, -4.3053, -2.7938], [3.3473, -4.9640, -1.5356], [3.1445, -2.4255, -4.6265], [4.0409, -2.8410, -4.3471], [2.7575, -3.1220, -5.2734], [3.3001, -1.5440, -5.1119], [0.2183, -1.3707, -3.1745], [0.5195, -1.9856, -4.8346], [1.2391, -0.5327, -4.3618], [2.6903, -1.7305, -2.6869], [1.3239, -4.2672, -3.6599], [1.3684, -3.6686, -2.0094], [3.3221, -4.2420, -0.7100], [4.3451, -5.3951, -1.4788], [2.5920, -5.7408, -1.4250], [0.5891, 5.5616, 2.3017], [-0.1405, 4.3339, 2.8305], [-0.3658, 4.3702, 4.3397], [-1.0146, 3.1563, 4.6372], [-1.6443, 3.0876, 5.9202], [-1.5019, 4.2132, 2.1898], [-1.9099, 3.3109, 2.4710], [-2.2450, 4.8447, 2.5050], [-1.4553, 4.1445, 1.1694], [0.4867, 5.7090, 1.2183], [1.6498, 5.4408, 2.4992], [0.1271, 6.4971, 2.6239], [0.3485, 3.3979, 2.5612], [-1.0234, 5.2195, 4.5652], [0.5910, 4.4898, 4.8525], [-1.0144, 3.5301, 6.6909], [-1.8058, 2.0355, 6.1456], [-2.6252, 3.5673, 5.9021], [-0.0550, 1.1403, -0.6665], [0.9446, -0.2530, -0.9658], [0.4312, 0.9581, 1.0109], [-1.1149, 2.5072, -0.3103], [-0.5709, 1.3202, -2.3191], [-1.3839, 0.0476, -0.3122], [1.2409, 2.2844, -0.9328]],
  "mulliken_charge": [-1.650, 0.043, 0.545, -0.994, -0.570, -0.890, -0.192, -0.778, -0.369, -0.584, 0.437, 0.450, 0.295, 0.453, -0.055, 0.450, 0.341, 0.430, 0.593, 0.523, 0.494, 0.243, 0.044, 0.283, -0.056, 0.206, 0.466, 0.157, 0.296, 0.333, -1.015, -0.742, 0.597, -1.311, -0.234, -1.435, -0.861, -0.723, -0.263, -0.799, 0.028, 0.248, 0.392, 0.441, 0.515, 0.506, 0.526, 0.348, 0.359, 0.436, 0.384, 0.348, 0.436, 0.523, 0.452, 0.620, 0.265, 0.334, 0.291, 0.280, -1.437, 0.371, -1.035, -0.119, -0.625, -0.213, 0.397, 0.148, 0.423, 0.392, 0.428, 0.435, 0.204, 0.525, 0.400, 0.018, 0.390, 0.351, -1.352, 0.153, -0.692, -0.416, -0.847, -0.267, 0.341, 0.339, 0.384, 0.371, 0.378, 0.418, 0.347, 0.392, 0.390, 0.413, 0.205, 0.388, -1.370, 0.991, -0.677, -0.374, -0.653, -0.165, 0.358, 0.383, 0.333, 0.000, 0.533, 0.298, -0.304, 0.388, 0.403, 0.160, 0.297, 0.357, -1.519, 0.680, -0.964, -0.190, -0.699, -0.156, 0.325, 0.401, 0.235, 0.412, 0.375, 0.406, -0.024, 0.480, 0.460, 0.383, 0.045, 0.363, 2.281, -0.404, -0.644, -0.552, -0.536, -0.492, -0.513],
  "de_lowest_kj_mol": 0.0,
  "homo_lumo_gap_ev": 9.33,
  "fmax_ev_per_a": 1.97,
  "total_charge": 5
}

No. 4
{
  "formula": "C26H25FN2O4S2",
  "method": "ωB97M-V with the def2-TZVPD basis set",
  "species": ["C", "N", "C", "C", "C", "C", "C", "C", "C", "C", "C", "C", "C", "C", "C", "C", "N", "C", "C", "F", "S", "O", "O", "C", "C", "C", "C", "C", "C", "S", "O", "O", "C", "C", "C", "H", "H", "H", "H", "H", "H", "H", "H", "H", "H", "H", "H", "H", "H", "H", "H", "H", "H", "H", "H", "H", "H", "H", "H", "H"],
  "xyz": [[-5.2442, -4.0940, 0.3328], [-4.8696, -2.7097, 0.4661], [-5.7825, -1.6934, 0.9269], [-4.9188, -0.4084, 0.9974], [-3.5537, -0.8418, 0.5851], [-2.3780, -0.1410, 0.5179], [-1.2160, -0.6926, 0.0102], [0.0585, 0.2190, 0.1000], [1.2874, -0.6974, 0.3153], [1.3041, -2.0205, 0.8937], [2.4883, -2.7478, 1.0535], [3.7139, -2.1415, 0.7153], [3.7227, -0.7953, 0.3023], [2.5323, -0.1035, 0.1346], [5.1351, -0.3763, 0.1009], [5.9703, -1.6574, 0.3596], [4.9922, -2.6337, 0.7612], [5.3666, -4.0015, 1.0363], [0.0105, 1.3617, -0.7861], [-0.2090, 0.8879, -2.0337], [-1.4991, 2.6965, -0.6381], [-2.5661, 2.2906, -1.5365], [-1.7035, 2.8572, 0.7931], [-0.8556, 4.2984, -1.1988], [-1.6110, 5.4601, -1.1669], [-0.9632, 6.6697, -1.3784], [0.4168, 6.7095, -1.5808], [1.1662, 5.5403, -1.5746], [0.5069, 4.3371, -1.3861], [1.3826, 2.7827, -1.0573], [2.0356, 2.9563, 0.2182], [2.1135, 2.4392, -2.2812], [-1.2949, -2.0626, -0.4115], [-2.4292, -2.8357, -0.2232], [-3.5945, -2.2231, 0.2531], [-4.3909, -4.7578, 0.5085], [-6.0256, -4.3197, 1.0665], [-5.6476, -4.3106, -0.6657], [-6.6257, -1.5929, 0.2354], [-6.1858, -1.9527, 1.9109], [-5.3203, 0.3656, 0.3243], [-4.9068, -0.0003, 2.0175], [-2.3965, 0.8611, 0.9280], [0.0648, 1.0827, 0.8721], [0.4227, -2.5895, 1.2200], [2.5189, -3.8138, 1.3746], [2.5967, 0.9156, -0.1811], [5.3252, 0.0147, -0.9098], [5.4004, 0.3942, 0.8413], [6.7132, -1.5009, 1.1456], [6.5016, -1.9956, -0.5347], [4.5052, -4.5726, 1.3951], [5.7634, -4.4843, 0.1342], [6.1591, -4.0353, 1.7913], [-2.6751, 5.3917, -0.9432], [-1.5391, 7.5811, -1.3648], [0.9241, 7.6500, -1.7208], [2.2510, 5.5361, -1.6662], [-0.4381, -2.5625, -0.8928], [-2.5094, -3.9337, -0.5064]],
  "nbo_charge": [-0.398, -0.415, -0.187, -0.430, -0.074, -0.139, -0.104, -0.353, -0.083, -0.171, -0.297, 0.206, -0.073, -0.121, -0.430, -0.189, -0.411, -0.395, 0.097, -0.349, 2.041, -0.880, -0.926, -0.303, -0.170, -0.184, -0.186, -0.197, -0.183, 2.037, -0.911, -0.885, -0.111, -0.326, 0.208, 0.205, 0.200, 0.187, 0.184, 0.181, 0.224, 0.219, 0.222, 0.258, 0.229, 0.210, 0.195, 0.224, 0.220, 0.184, 0.179, 0.210, 0.186, 0.194, 0.244, 0.229, 0.229, 0.242, 0.219, 0.215],
  "homo_lumo_gap_ev": 7.19,
  "fmax_ev_per_a": 5.49,
  "smiles": "CN1CCc2cc(C(c3ccc4c(c3)CCN4C)C3(F)S(=O)(=O)c4ccccc4S3(=O)=O)ccc21"
}

Question: Which formula does entry 3 have?
Answer: C32H88AsF6N6O6